[1]
Computed, not measured: an isolated molecule of C4H9NOS, with wB97M-V/def2-TZVPD.

2S+1   1
Maximum force   0.9 eV/Å
E   -685.99316 hartree
Relative energy (zero: lowest compared OMol25 entry of this formula, charge and spin)   16.2 kcal/mol
HOMO-LUMO gap   10.1316 eV
SMILES   C[C@H](CS)NC=O

The geometry in XYZ format:
```
16
C4H9NOS (wB97M-V/def2-TZVPD)
O 0.90 -1.13 2.32
C 0.30 -1.79 1.49
N -0.02 -1.32 0.25
C 0.17 0.09 -0.08
C 0.02 0.24 -1.57
S 0.61 1.88 -2.16
C -0.79 0.98 0.72
H -0.07 -2.80 1.68
H -0.16 -2.00 -0.48
H 1.18 0.38 0.22
H 0.52 -0.53 -2.15
H -1.02 0.23 -1.90
H 1.38 2.19 -1.12
H -1.63 1.28 0.11
H -0.25 1.86 1.07
H -1.14 0.44 1.59
```

Results of the Löwdin charge analysis, in e, for atoms 1 through 6: atom 1 (O): 0.030, atom 2 (C): -0.365, atom 3 (N): 0.041, atom 4 (C): -0.452, atom 5 (C): -0.524, atom 6 (S): 0.710

[2]
Computed, not measured: a cluster of 2 separate species, C4H9N2O in total, with wB97M-V/def2-TZVPD.

Net charge   +1
2S+1   1
Maximum force   1.1 eV/Å
E   -342.27378 hartree
Relative energy (zero: lowest compared OMol25 entry of this formula, charge and spin)   52.4 kcal/mol
HOMO-LUMO gap   9.1132 eV

The geometry in XYZ format:
```
16
C4H9N2O (wB97M-V/def2-TZVPD)
C 1.86 -1.11 -0.47
C -3.37 -0.77 0.38
C 1.83 -0.02 0.49
C -1.78 1.07 -0.34
N 2.40 1.12 0.30
N -2.59 0.11 -0.01
O -0.55 1.05 -0.26
H 1.07 -0.90 -1.19
H 2.80 -1.16 -1.03
H -3.70 -1.54 -0.31
H -3.75 -0.79 1.39
H 1.27 -0.15 1.41
H -2.33 1.93 -0.74
H 2.28 1.89 0.94
H 2.90 1.31 -0.56
H 1.64 -2.06 0.00
```

Results of the Löwdin charge analysis, in e, for atoms 1 through 6: atom 1 (C): -0.017, atom 2 (C): 0.069, atom 3 (C): -0.115, atom 4 (C): -0.362, atom 5 (N): 0.232, atom 6 (N): 0.086

| no. | HOMO level (eV) |
| --- | --- |
| 1 | -9.34 |
| 2 | -13.23 |